(1)
The following is a quantum chemistry calculation of a structure of composition C25H36FeNO2, from OMol25.

Structure (XYZ):
```
65
Properties=species:S:1:pos:R:3:forces:R:3:mulliken_spin:R:1
O 0.11405 -0.43897 -3.94021 0.061 0.357 -2.794 0.001
C 0.32556 0.76991 -4.76559 0.254 0.344 0.483 0.000
C 0.24296 0.02478 -6.08914 0.022 -0.132 0.600 0.000
H 1.31056 1.20458 -4.55145 -0.362 -0.023 0.086 0.000
H -0.46964 1.51975 -4.63987 0.298 -0.186 0.264 0.000
C 0.13519 -1.21734 -5.18174 -0.093 -0.495 -0.778 0.000
H 1.14759 0.06401 -6.69870 -0.243 0.029 -0.054 0.000
H -0.66227 0.24762 -6.65849 0.236 -0.100 -0.064 0.000
C 1.38106 -2.07460 -5.25750 -0.016 -0.171 0.177 0.000
H 2.25968 -1.47790 -4.99616 -0.071 -0.073 -0.064 0.000
H 1.50233 -2.46826 -6.27166 0.002 0.023 0.102 0.000
H 1.31645 -2.91751 -4.56493 0.045 0.040 0.007 0.000
C -1.14258 -2.00255 -5.42503 0.078 -0.116 0.221 0.000
H -2.01634 -1.34953 -5.32151 0.126 -0.130 0.011 0.000
H -1.22643 -2.83665 -4.72077 -0.084 0.096 -0.043 0.000
H -1.13258 -2.41315 -6.44482 0.017 0.097 0.238 0.000
Fe -0.62868 -0.99694 2.14347 2.400 3.052 2.035 3.165
C -2.35615 -1.22275 3.14007 -2.653 1.638 -0.093 0.064
C -1.79561 0.08183 3.39459 -2.214 0.152 -0.578 0.121
C -1.56946 0.74466 2.11947 -1.925 0.254 -0.107 0.121
H -1.73180 0.54413 4.36048 0.342 -0.095 -0.079 0.001
C -2.02605 -0.15323 1.07352 -2.950 0.604 1.205 -0.094
C -2.55901 -1.33989 1.71763 -2.386 1.289 0.035 0.116
H -3.10415 -2.12260 1.19871 0.523 -0.067 0.163 0.006
H -2.63620 -1.94373 3.90360 0.119 0.143 -0.288 0.009
H -1.22537 1.76217 1.96171 0.069 -0.340 0.142 -0.002
H -2.05354 0.06246 0.02803 0.072 -0.270 0.134 0.036
C 0.54428 -2.32656 3.14750 1.815 -1.231 -0.381 0.041
C -0.30830 -2.95193 2.16682 1.616 -1.272 -0.758 0.107
C -0.05072 -2.31991 0.87810 2.084 -1.872 -0.514 -0.010
H -0.98234 -3.78201 2.35902 -0.002 0.427 -0.101 0.006
C 1.00576 -1.33817 1.07005 1.898 -1.898 0.385 -0.028
C 1.38070 -1.37780 2.46098 1.623 -2.112 -1.047 0.249
H 2.27118 -0.91013 2.86529 -0.508 0.110 -0.004 -0.004
H 0.65399 -2.60573 4.20098 -0.189 0.133 -0.641 -0.004
H -0.49028 -2.56617 -0.07846 -0.085 0.025 0.199 0.015
H 1.50784 -0.75717 0.30730 -0.154 -0.109 0.174 0.001
O 1.10204 1.23637 -2.00403 -0.899 0.900 -0.560 0.000
C 0.01264 0.40616 -1.58841 0.064 -0.387 1.331 0.007
C -1.29416 1.05510 -2.02282 0.609 -0.010 -0.453 -0.006
H 0.07642 0.35768 -0.49297 -0.365 0.094 -0.128 0.016
H 0.13447 -0.60078 -1.98716 0.151 0.347 0.328 0.009
C -0.94485 2.52808 -1.93650 -0.011 0.364 0.500 -0.003
H -2.11949 0.80536 -1.37556 -0.227 0.009 -0.192 0.016
H -1.53094 0.74808 -3.04044 -0.130 0.032 0.198 0.001
C 0.58525 2.59419 -2.02672 0.395 -0.084 0.048 0.001
H -1.21777 2.91348 -0.95481 -0.283 0.056 0.029 0.001
H -1.45604 3.13266 -2.68363 0.102 0.060 -0.056 0.000
H 0.99699 3.13412 -1.15320 -0.055 -0.103 -0.431 0.000
H 0.87909 3.12005 -2.94939 0.315 -0.383 0.271 0.000
C 0.03007 -0.25534 6.03685 -0.009 -0.461 0.446 0.013
C 0.74069 0.70282 5.17332 0.371 0.842 -1.852 0.340
C 1.47303 1.83627 5.64183 1.246 1.507 -1.036 0.144
C 1.98933 2.48175 4.50303 -0.319 -0.177 2.174 0.081
C 1.52043 1.73919 3.37840 -0.802 -1.148 1.408 0.302
C 1.83318 2.01873 1.97197 -0.097 0.260 -0.471 0.064
N 0.77073 0.69148 3.81271 0.030 0.131 0.304 -0.029
H 0.10524 -1.28323 5.65604 -0.260 0.421 0.042 0.017
H -1.03014 0.02414 6.15087 0.295 -0.215 -0.083 0.033
H 0.46906 -0.23145 7.04316 -0.089 0.005 -0.217 0.005
H 1.56883 2.08930 6.68826 0.197 0.169 -0.104 -0.001
H 2.62360 3.35861 4.43061 -0.151 -0.109 0.231 -0.002
H 0.93635 1.94931 1.33520 0.345 -0.124 0.179 0.027
H 2.23881 3.03756 1.90451 0.014 -0.343 -0.173 0.009
H 2.57550 1.29562 1.59757 -0.198 0.225 -0.008 0.037
```
Positions in Å, forces in eV/Å.

multiplicity	6
electronic energy	-66472.423	eV
ΔE to the lowest compared entry with this formula, charge and spin	2.2507	eV
HOMO level (alpha / beta)	-5.34 / -8.05	eV
frontier orbital gap (alpha / beta)	0.2239 / 0.2330	Ha

=====

(2)
The following is a quantum chemistry calculation of a structure of composition C25H36GaN2O5PSe, from OMol25.

Structure (XYZ):
```
71
Properties=species:S:1:pos:R:3:forces:R:3:lowdin_charge:R:1
Ga -0.12970 0.12160 -0.56330 1.302 0.345 -0.131 0.338
O 1.36540 1.19930 -2.06890 -0.398 0.007 0.009 -0.099
C 2.72800 1.01860 -1.72580 0.548 0.022 0.242 -0.176
C 2.83410 1.21050 -0.21520 0.015 0.331 -0.717 -0.115
N 1.93420 0.30900 0.50070 -0.225 -0.106 0.165 -0.197
C 1.57230 0.88490 1.78200 -0.418 0.390 0.273 -0.083
C 0.49930 1.96500 1.52030 0.905 -0.171 0.540 -0.622
O 0.49570 3.01260 2.11520 -0.040 0.143 0.190 0.104
O -0.37610 1.61410 0.63430 -0.799 -0.634 -1.058 -0.081
C 2.43790 -1.05070 0.52980 -0.091 -0.573 -0.403 -0.066
C 2.02360 -1.75600 -0.78380 0.769 0.036 0.727 -0.626
O 2.77510 -2.52040 -1.33890 0.162 -0.303 -0.092 0.087
O 0.83820 -1.45550 -1.18570 -1.230 0.451 -0.087 -0.088
H 1.20130 0.86050 -2.96180 -0.149 0.017 0.222 0.112
H 3.33920 1.77490 -2.23490 -0.021 -0.155 0.135 0.137
H 3.08020 0.02180 -2.01400 -0.043 0.151 -0.060 0.126
H 2.54620 2.24200 0.01720 0.066 -0.142 0.015 0.145
H 3.87480 1.05000 0.09640 -0.111 0.078 0.033 0.144
H 2.41850 1.31420 2.32880 -0.088 -0.037 -0.063 0.146
H 1.08510 0.12020 2.39400 0.100 0.105 -0.051 0.092
H 1.94040 -1.61340 1.32400 0.054 0.104 0.026 0.110
H 3.52300 -1.11390 0.66990 -0.131 0.033 -0.052 0.143
C -1.84910 0.19300 3.48510 0.105 -0.114 -0.158 -0.087
C -2.62680 -0.86850 2.69990 0.199 -0.110 -0.204 -0.675
C -3.50950 -0.16880 1.66660 0.208 -0.062 -0.062 -0.086
C -3.46520 -1.65890 3.70460 0.151 -0.005 -0.132 -0.081
P -1.28510 -1.86090 1.76430 -0.644 -0.373 0.341 1.198
C -0.58920 -2.81540 3.19720 0.157 0.247 -0.346 -0.349
C 0.62820 -2.43190 3.75160 -0.048 0.087 -0.093 -0.106
C 1.17810 -3.10670 4.82840 0.117 -0.044 0.114 -0.074
C 0.52270 -4.19440 5.37590 0.026 0.041 0.019 -0.078
C -0.69040 -4.59060 4.83830 -0.048 -0.076 0.046 -0.067
C -1.23810 -3.90800 3.76850 -0.065 0.013 0.043 -0.113
C -2.04670 -3.24050 0.66580 0.217 0.203 0.042 -0.664
C -0.96370 -4.31530 0.52850 -0.032 0.040 0.170 -0.081
C -2.25250 -2.60250 -0.70980 0.040 0.185 0.141 -0.164
C -3.37900 -3.87010 1.07060 0.141 0.105 0.127 -0.082
H -2.53790 0.78530 4.08380 -0.138 0.064 0.073 0.096
H -1.32820 0.87320 2.81790 0.035 0.092 -0.024 0.056
H -1.13280 -0.26920 4.16400 0.064 0.018 0.083 0.077
H -4.14090 0.57110 2.15740 -0.067 0.059 0.079 0.092
H -4.15830 -0.86760 1.14100 -0.033 -0.022 -0.076 0.072
H -2.88940 0.36210 0.93830 -0.124 0.017 -0.061 0.058
H -4.24680 -1.00980 4.09850 -0.073 0.107 0.031 0.090
H -2.85190 -1.98390 4.54290 -0.028 -0.055 0.048 0.078
H -3.94560 -2.52670 3.26680 -0.092 -0.111 -0.022 0.059
H 1.16070 -1.58020 3.35430 0.032 0.001 -0.041 0.068
H 2.12550 -2.78320 5.23310 0.075 0.040 0.052 0.105
H 0.94420 -4.72120 6.21910 0.054 -0.049 0.039 0.105
H -1.22180 -5.43490 5.25380 -0.023 -0.051 0.049 0.108
H -2.19560 -4.22930 3.39820 -0.024 -0.014 -0.044 0.080
H -0.02130 -3.87180 0.20950 0.130 0.003 -0.071 0.078
H -1.26300 -5.04190 -0.22500 -0.059 -0.044 -0.150 0.095
H -0.78890 -4.85100 1.45990 -0.005 -0.032 -0.026 0.070
H -1.29360 -2.34260 -1.15840 -0.024 0.009 -0.050 0.026
H -2.87720 -1.71240 -0.63740 -0.051 0.011 -0.107 0.029
H -2.74860 -3.30250 -1.38110 -0.027 -0.102 -0.048 0.096
H -3.30660 -4.48800 1.95840 -0.075 -0.057 0.097 0.061
H -3.70980 -4.51940 0.25970 -0.027 -0.042 -0.071 0.089
H -4.14400 -3.11590 1.22860 -0.149 0.027 -0.025 0.067
Se -1.70720 0.25320 -2.34770 -0.186 0.055 -0.045 0.888
C -1.76020 2.09750 -2.91250 0.076 -0.084 0.267 -0.579
C -2.22250 2.38090 -4.19510 0.061 -0.193 0.195 -0.119
C -2.35330 3.70740 -4.57020 -0.058 -0.242 -0.140 -0.159
N -2.05170 4.72470 -3.78170 -0.067 0.528 -0.197 0.050
C -1.59860 4.44680 -2.57190 0.106 -0.109 0.270 -0.145
C -1.43220 3.15990 -2.08400 0.010 -0.004 0.048 -0.095
H -2.48050 1.58490 -4.87670 -0.055 -0.050 -0.096 0.094
H -2.72840 3.96720 -5.55210 -0.007 -0.070 -0.100 0.104
H -1.36910 5.29910 -1.94620 0.068 0.038 0.103 0.107
H -1.07270 2.99920 -1.07830 -0.024 0.030 0.051 0.084
```
Positions in Å, forces in eV/Å.

electronic energy	-166741.020	eV
ΔE to the lowest compared entry with this formula, charge and spin	0.4522	eV
HOMO level	-8.51	eV
frontier orbital gap	0.3228	Ha

=====

(3)
The following is a quantum chemistry calculation of a cluster of 4 separate species, C25H36N2O9 in total, from OMol25.

Structure (XYZ):
```
72
Properties=species:S:1:pos:R:3:forces:R:3:lowdin_charge:R:1
C 1.23611 5.98728 2.78892 0.961 -7.535 -5.957 0.088
C 1.29473 4.85269 1.92419 -1.677 5.380 5.834 -0.014
C 0.88896 3.33800 1.34362 0.572 -2.030 1.055 -0.064
C 1.32636 2.05609 1.95944 -0.895 3.140 -1.027 0.007
C 2.29323 2.08047 3.31449 0.097 -0.302 -1.485 -0.073
O 1.51859 1.67614 4.52499 -1.155 2.574 -4.568 -0.231
O 2.33195 0.87390 5.15491 2.870 -4.500 3.473 -0.085
C 0.83402 0.58213 1.34051 1.643 -3.586 3.399 -0.090
O 1.28396 -0.48963 2.05104 -2.915 6.519 -4.691 -0.033
C -0.14488 0.48971 0.02751 -0.450 3.949 -0.901 -0.056
N -0.68722 -0.76922 -0.61067 0.114 -0.166 3.058 0.008
C -2.00755 -1.21171 -0.02164 -3.963 -4.446 -2.921 -0.249
C -2.67976 -0.69170 1.38066 -0.829 0.372 -0.507 -0.016
O -2.73517 -2.10027 -0.75347 4.873 5.443 4.379 -0.055
C 0.33161 -1.88293 -0.68856 2.484 -5.567 3.300 -0.239
C 1.29675 -2.05917 -2.03812 -0.960 -0.680 0.270 -0.012
O 0.51995 -2.83038 0.26784 -1.998 6.448 -5.992 -0.027
C -0.59554 1.79384 -0.60604 0.630 -2.343 0.568 -0.010
N -1.53176 1.88942 -1.79049 2.837 -0.662 2.095 -0.015
C -0.84787 2.37929 -3.04721 -0.152 0.879 -1.503 -0.203
C -1.82971 3.46703 -3.82619 -0.139 0.214 -0.580 -0.231
C -3.34578 3.56001 -3.20899 -0.680 0.967 -0.556 -0.161
C -0.05282 3.25346 0.00434 -0.636 5.379 -2.214 -0.110
O -0.33602 4.42759 -0.61325 1.551 -7.745 3.648 -0.023
H 1.46508 6.99400 3.36455 -0.526 -2.676 -1.708 0.061
H 3.15943 1.29254 3.18984 -1.970 1.514 0.119 0.146
H 2.80062 3.11718 3.50760 -1.364 -1.757 -0.653 0.136
H 2.12955 -0.09535 4.95243 -0.199 1.748 -0.179 0.149
H -3.85951 -0.68072 1.20081 2.716 -0.196 0.183 0.106
H -2.48991 -1.46842 2.25382 0.001 1.692 -1.996 0.114
H -2.39886 0.41392 1.66962 -0.183 -2.375 -0.459 0.079
H 1.19339 -3.21092 -2.32885 0.205 2.553 0.789 0.109
H 0.90126 -1.44329 -2.95134 0.927 -0.934 1.944 0.083
H 2.43050 -1.88639 -1.78201 -2.418 -0.109 -0.435 0.087
H -2.09597 1.02456 -1.93934 1.060 0.847 0.339 0.121
H 0.17282 2.88149 -2.77160 -2.066 -1.020 -0.503 0.121
H -0.64549 1.51886 -3.84955 -0.327 1.542 2.122 0.130
H -1.93983 3.13542 -4.96572 0.333 0.634 2.480 0.105
H -1.32578 4.54836 -3.85521 -1.174 -2.418 0.260 0.116
H -3.83027 2.53442 -2.91818 1.158 1.921 -0.531 0.069
H -3.43994 4.31416 -2.29960 0.436 -1.820 -1.797 0.085
H -4.04679 4.01890 -4.05934 1.541 -0.994 1.787 0.081
C 5.78190 -2.71080 -1.30747 -0.426 -0.237 0.170 -0.032
C 5.70859 -3.17438 -2.73769 -1.233 -1.039 -0.550 -0.498
C 6.77993 -2.69244 -3.67895 -0.157 -0.240 -0.417 -0.030
O 4.80792 -3.91833 -3.12259 1.151 1.016 0.514 0.047
H 4.94470 -3.13710 -0.74455 0.180 0.071 -0.136 0.083
H 6.71680 -3.05000 -0.85440 0.016 0.232 -0.024 0.086
H 5.71229 -1.62086 -1.26610 0.232 -0.038 0.054 0.084
H 7.75937 -3.03085 -3.33160 -0.007 0.230 0.039 0.086
H 6.75486 -1.60171 -3.74331 0.193 -0.050 0.121 0.085
H 6.59961 -3.10667 -4.67661 0.017 0.081 0.244 0.085
C -3.43334 3.71930 4.90345 -0.209 0.088 -0.538 -0.028
C -2.14078 3.06418 4.49608 0.405 -0.244 -1.271 -0.480
C -1.19662 2.65082 5.59322 0.300 -0.223 -0.413 -0.014
O -1.86648 2.87396 3.31228 -0.356 0.139 1.261 0.035
H -4.01440 3.96343 4.00774 0.137 -0.051 0.188 0.084
H -4.01756 3.03477 5.52351 0.091 0.160 0.146 0.085
H -3.22582 4.64365 5.44844 -0.070 -0.160 0.154 0.086
H -1.68114 1.91861 6.24407 -0.042 0.208 0.146 0.090
H -0.88940 3.52749 6.16899 -0.153 -0.099 0.145 0.093
H -0.30579 2.19176 5.15152 -0.426 0.215 0.205 0.054
C -3.68991 -5.56206 -2.24966 -0.161 0.092 -0.434 -0.024
C -2.39736 -6.21717 -2.65703 0.316 -0.240 -1.564 -0.492
C -1.45320 -6.63054 -1.55989 0.369 -0.169 -0.289 -0.025
O -2.12305 -6.40739 -3.84083 -0.325 0.241 1.477 0.043
H -4.27097 -5.31793 -3.14537 0.157 -0.075 0.182 0.084
H -4.27414 -6.24658 -1.62960 0.077 0.148 0.144 0.085
H -3.48240 -4.63770 -1.70467 -0.061 -0.116 0.164 0.070
H -1.93772 -7.36274 -0.90904 0.008 0.196 0.125 0.084
H -1.14598 -5.75386 -0.98412 -0.144 -0.098 0.150 0.082
H -0.56237 -7.08960 -2.00159 -0.214 0.104 0.070 0.084
```
Positions in Å, forces in eV/Å.

SMILES string	C#CC1=C(COO)C(=O)C(N(C(C)=O)C(C)=O)=C(NCCC)C1=O.CC(C)=O.CC(C)=O.CC(C)=O
electronic energy	-47896.845	eV
HOMO level	-9.21	eV
frontier orbital gap	0.2534	Ha